Entry 1:
# C6H12P

The ion C6H12P with charge +1 (wB97M-V/def2-TZVPD, the Open Molecules 2025 dataset).

Structure (XYZ):
```
19
Properties=species:S:1:pos:R:3
C -1.30614 0.44438 -0.40507
C -0.40659 0.14646 0.52052
C -0.15614 1.99842 2.17948
C 1.19862 -0.07258 -2.27289
C -0.35311 -2.27665 -1.15463
C 0.09934 0.51886 1.82946
P 0.05589 -0.58025 -1.02140
H -2.07344 1.15434 -0.67632
H -0.65719 2.12747 3.20827
H -0.73351 2.38023 1.44874
H 0.74544 2.64526 2.22501
H 2.20749 0.01840 -1.91501
H 0.84870 0.90111 -2.56454
H 1.22940 -0.85245 -3.00960
H 0.56286 -2.77007 -0.96790
H -0.58863 -2.78557 -2.10074
H -1.19637 -2.46583 -0.44884
H -0.53004 0.05150 2.57886
H 1.07237 0.08634 1.88538
```

Properties
* relative energy (zero: lowest compared OMol25 entry of this formula, charge and spin): 215.4 kJ/mol
* net charge: +1
* HOMO energy: -14.94 eV

***

Entry 2:
# C6H13BN3O11S2

A cluster of 3 separate species, C6H13BN3O11S2 in total (wB97M-V/def2-TZVPD, the Open Molecules 2025 dataset).

Structure (XYZ):
```
36
Properties=species:S:1:pos:R:3
O -1.42160 2.69226 -0.56944
B -1.31120 1.63313 0.24105
O -1.86897 1.54066 1.48583
O -0.49965 0.58876 -0.29309
N -0.02809 -0.29797 0.61616
C 1.03003 -0.09076 1.45000
N 1.21963 -1.13774 2.18604
N 0.26294 -1.99740 1.79143
C -0.50450 -1.51766 0.84226
H -1.90473 3.40464 -0.13109
H -2.51764 0.83475 1.58596
H 1.57773 0.83651 1.46058
H 0.15352 -2.91911 2.19078
H -1.34353 -2.00158 0.36523
C 3.82210 4.53116 -0.11188
C 2.41706 5.06280 0.08779
O 1.96268 4.38370 1.27454
S 3.19439 4.17002 2.27865
O 3.21149 5.19767 3.24685
O 3.20162 2.79867 2.65186
O 4.35036 4.44340 1.22002
H 3.82193 3.53489 -0.55750
H 4.45042 5.19611 -0.69613
H 1.74893 4.82284 -0.73382
H 2.41011 6.13751 0.27231
C -1.87370 -4.81688 -2.97121
C -3.29784 -4.35463 -2.73422
O -3.60970 -4.87627 -1.42611
S -2.31653 -4.90022 -0.52062
O -2.28864 -3.74031 0.32140
O -2.16950 -6.17419 0.06315
O -1.24972 -4.66552 -1.67462
H -1.82233 -5.86553 -3.26165
H -1.34147 -4.20462 -3.69201
H -4.00668 -4.75816 -3.44950
H -3.37605 -3.26681 -2.70755
```

Properties
* net charge: +1
* HOMO energy: -13.56 eV

***

Entry 3:
# C6H13BO

A cluster of 2 separate species, C6H13BO in total (wB97M-V/def2-TZVPD, the Open Molecules 2025 dataset).

Structure (XYZ):
```
21
Properties=species:S:1:pos:R:3
B -2.03587 1.11940 0.33673
C 1.54232 -0.11076 1.00192
C 2.44002 -0.49936 0.11554
C -2.66122 -1.31924 -0.05080
C -2.02495 2.58426 -0.22715
C 3.53481 0.38713 -0.39290
C -1.51035 -2.26502 -0.28651
O -2.34033 -0.04659 0.12363
H 0.75676 -0.75778 1.34959
H 1.55506 0.88652 1.40798
H 2.40917 -1.50122 -0.28765
H -3.40419 -1.65898 0.66877
H -1.00999 2.87953 -0.48367
H -2.39328 3.32060 0.48063
H -2.63192 2.65507 -1.12812
H 4.13853 -0.11332 -1.14398
H 4.18175 0.69502 0.42520
H 3.11289 1.28682 -0.83766
H -0.86773 -1.88261 -1.07900
H -1.90645 -3.22866 -0.59443
H -0.88504 -2.43084 0.60188
```

Properties
* relative energy (zero: lowest compared OMol25 entry of this formula, charge and spin): 390.5 kJ/mol
* net charge: 0
* HOMO energy (alpha / beta): -6.84 / -5.92 eV

***

Entry 4:
# C6H13BO5S

An isolated molecule of C6H13BO5S (wB97M-V/def2-TZVPD, the Open Molecules 2025 dataset).

Structure (XYZ):
```
26
Properties=species:S:1:pos:R:3
C 2.63172 -1.03716 0.95687
C 2.41834 0.23203 0.11850
O 1.51028 1.11990 0.79036
B 0.58355 1.71114 -0.00794
O 0.84530 2.95189 -0.55157
C -0.85588 1.05074 -0.29267
C -1.31332 0.25992 0.97164
C -2.28039 -0.81107 0.53346
C -1.46037 -1.78942 -0.28745
O -1.37773 -1.34783 -1.64930
S -0.89447 0.16527 -1.86115
O -1.88623 0.79432 -2.65141
O 0.40112 0.14554 -2.44166
H 2.49960 -1.92142 0.34928
H 3.60543 -1.02810 1.42883
H 1.90675 -1.03574 1.76023
H 2.05552 -0.06887 -0.85826
H 3.38196 0.70669 -0.02806
H 0.27578 3.60315 -0.10149
H -1.56594 1.85235 -0.42400
H -1.81963 0.96890 1.61711
H -0.48083 -0.21242 1.47075
H -2.74430 -1.33363 1.36189
H -3.07194 -0.39876 -0.08479
H -1.91061 -2.76889 -0.23790
H -0.45370 -1.80850 0.11875
```

Properties
* SMILES: CCOB(O)[C@@H]1CCCOS1(=O)=O
* relative energy (zero: lowest compared OMol25 entry of this formula, charge and spin): 0.0 kJ/mol
* net charge: 0
* HOMO energy: -10.40 eV

***

Entry 5:
# C6H13BiO4

A structure of composition C6H13BiO4 (wB97M-V/def2-TZVPD, the Open Molecules 2025 dataset).

Structure (XYZ):
```
24
Properties=species:S:1:pos:R:3
C -0.78354 3.37143 -0.44828
O -1.15563 2.53085 0.57521
H -1.64248 3.95468 -0.85740
H -0.00985 4.12002 -0.15409
H -0.34093 2.82040 -1.31489
O -0.49517 -2.72343 -1.36124
C -1.64933 -2.52191 -1.01696
C -1.95119 -1.95478 0.33891
O -0.77341 -1.51254 0.94781
C -0.52165 0.13923 0.76261
C 0.97379 0.31875 0.86276
O 1.60969 -0.64012 0.01228
C 2.92061 -0.26899 -0.39224
Bi 0.95112 -2.63447 0.25158
H -2.49154 -2.74355 -1.69566
H -2.45846 -2.74304 0.92494
H -2.69191 -1.14356 0.22653
H -0.97200 0.43587 1.72136
H -0.81554 0.24310 -0.29491
H 1.32357 0.16665 1.89612
H 1.22431 1.33716 0.51241
H 3.31722 -1.08656 -1.00285
H 2.86926 0.65711 -0.98193
H 3.56307 -0.12229 0.48793
```

Properties
* relative energy (zero: lowest compared OMol25 entry of this formula, charge and spin): 407.7 kJ/mol
* net charge: +1
* HOMO energy (alpha / beta): -8.91 / -14.13 eV
* 2S+1: 2
* expectation value of S²: 1.76

***

Entry 6:
# C6H13BrNO2P

An isolated molecule of C6H13BrNO2P (wB97M-V/def2-TZVPD, the Open Molecules 2025 dataset).

Structure (XYZ):
```
24
Properties=species:S:1:pos:R:3
C 0.97404 0.44359 0.15049
C -2.09261 0.18427 1.11899
C -2.20506 -0.48846 -1.31646
C -0.70863 -1.92580 0.31431
C 2.82653 1.47660 -1.15412
C -1.30759 -0.37929 0.03480
N 1.92955 0.40111 -0.89009
O 1.34323 0.42632 1.39193
O -0.28481 0.55781 -0.27687
P 2.74757 0.36679 2.30891
Br 1.95639 3.13380 -1.68663
H -3.15673 -0.11330 1.08991
H -1.68958 -0.26339 2.06061
H -2.03101 1.31900 1.04473
H -1.44494 -0.58458 -2.11947
H -2.51863 0.57362 -1.43360
H -2.98835 -1.28553 -1.34221
H -0.17787 -2.11380 1.31267
H -1.60944 -2.48362 0.41495
H -0.00778 -2.40593 -0.55100
H 3.45965 1.26905 -2.03665
H 1.45327 0.05857 -1.76181
H 2.04954 0.19480 3.50667
H 3.48328 1.63841 -0.18007
```

Properties
* relative energy (zero: lowest compared OMol25 entry of this formula, charge and spin): 264.9 kJ/mol
* net charge: 0
* HOMO energy (alpha / beta): -6.49 / -6.49 eV